No. 1
One molecule with the formula C6H8NP at a distorted geometry, computed with wB97M-V/def2-TZVPD.

## Properties
frontier orbital gap	8.761	eV
molecular weight	125.11	g/mol
highest occupied orbital energy	-0.295	hartree
E_LUMO	0.7	eV
energy above the lowest of the compared OMol25 structures with the same formula, charge and spin	306.6	kJ/mol
energy	-629.30633	Eh

CARTESIAN COORDINATES (ANGSTROEM)
C: -0.87 -1.31 0.44
C: -0.15 -1.49 -0.66
C: -1.34 -0.12 1.05
C: 0.65 -0.60 -1.51
C: -1.78 0.85 0.36
C: 1.54 0.35 -1.21
N: -2.27 1.60 -0.44
P: 1.74 0.77 0.46
H: -1.14 -2.23 0.94
H: 0.23 -2.46 -0.90
H: -1.57 0.06 2.13
H: 0.67 -0.83 -2.60
H: -1.64 2.24 -0.89
H: 3.25 0.66 0.61
H: 1.21 0.44 1.71
H: 1.47 2.07 0.50

Mulliken atomic charge list, values in e, 6 entries:
1. C 0.087
2. C -0.408
3. C -0.952
4. C -0.489
5. C 0.738
6. C -0.387

=====

No. 2
An isolated ion of composition C6H8NS and charge -1 at a distorted geometry, computed with wB97M-V/def2-TZVPD.

## Properties
frontier orbital gap (alpha / beta)	2.112 / 7.112	eV
molecular weight	126.20	g/mol
highest occupied orbital energy (alpha / beta)	0.041 / -0.201	hartree
E_LUMO (alpha / beta)	3.2 / 1.6	eV
charge	-1
2S+1	3
energy	-686.27576	Eh

CARTESIAN COORDINATES (ANGSTROEM)
C: -0.21 -1.68 -0.06
C: 0.52 -0.54 -0.15
C: -0.57 0.52 -0.22
C: -1.78 -0.17 -0.08
C: 1.96 -0.38 0.07
C: -0.07 1.98 -0.06
N: -1.55 -1.51 -0.07
S: -3.39 0.33 -0.01
H: 0.21 -2.62 -0.05
H: 2.10 0.61 0.59
H: 2.54 -1.17 0.65
H: 2.35 -0.28 -0.90
H: 0.92 2.11 -0.39
H: -0.79 2.75 -0.39
H: 0.03 2.21 1.05
H: -2.28 -2.16 0.02

Mulliken atomic charge list, values in e, 6 entries:
1. C -3.639
2. C 2.047
3. C 0.030
4. C -0.855
5. C -1.904
6. C -1.636

=====

No. 3
C6H8O2 as an isolated structure at a distorted geometry, computed with wB97M-V/def2-TZVPD.

## Properties
frontier orbital gap	8.481	eV
molecular weight	112.13	g/mol
highest occupied orbital energy	-0.297	hartree
E_LUMO	0.4	eV
energy above the lowest of the compared OMol25 structures with the same formula, charge and spin	992.7	kJ/mol
energy	-383.53203	Eh

CARTESIAN COORDINATES (ANGSTROEM)
C: -0.61 0.34 0.92
C: 0.11 1.74 1.15
C: 0.86 0.81 0.19
C: 0.80 -1.09 -0.67
C: -0.73 -0.49 -0.34
C: -1.56 -0.52 -1.31
H: 0.36 -1.47 1.56
H: -0.29 2.60 0.32
H: 0.25 1.99 2.19
H: 0.83 0.94 -0.84
H: 0.96 -2.07 0.02
H: 1.29 -1.08 -1.75
H: -0.97 -0.75 -2.51
H: -2.64 -0.26 -1.18
O: -0.32 -0.42 2.11
O: 1.67 -0.27 0.14

Mulliken atomic charge list, values in e, 6 entries:
1. C 0.455
2. C -0.522
3. C -0.208
4. C -0.860
5. C 0.437
6. C -0.755

=====

No. 4
C6H8O2 as an isolated structure, computed with wB97M-V/def2-TZVPD.

## Properties
frontier orbital gap	7.884	eV
molecular weight	112.13	g/mol
highest occupied orbital energy	-0.296	hartree
E_LUMO	-0.2	eV
energy above the lowest of the compared OMol25 structures with the same formula, charge and spin	448.6	kJ/mol
energy	-383.73925	Eh

CARTESIAN COORDINATES (ANGSTROEM)
C: 1.83 -0.07 -0.71
C: -1.03 0.66 -0.44
C: -0.28 -0.83 0.34
C: 0.74 0.13 0.29
C: -0.67 -2.03 0.70
C: 0.31 1.44 0.61
O: -2.12 0.91 0.40
O: -1.06 0.77 -1.65
H: -2.87 0.49 -0.04
H: 2.66 0.62 -0.53
H: 1.39 0.17 -1.69
H: 2.17 -1.10 -0.74
H: -0.09 -2.65 1.38
H: -1.62 -2.43 0.35
H: 0.88 2.27 0.20
H: -0.23 1.63 1.53

Mulliken atomic charge list, values in e, 6 entries:
1. C -1.361
2. C 0.655
3. C 0.145
4. C 0.771
5. C -0.684
6. C -0.995

=====

No. 5
C6H8O2 as an isolated structure at a distorted geometry, computed with wB97M-V/def2-TZVPD.

## Properties
frontier orbital gap	10.227	eV
molecular weight	112.13	g/mol
highest occupied orbital energy	-0.342	hartree
E_LUMO	0.9	eV
energy above the lowest of the compared OMol25 structures with the same formula, charge and spin	666.5	kJ/mol
energy	-383.65626	Eh

CARTESIAN COORDINATES (ANGSTROEM)
C: 1.04 0.20 1.11
C: 0.19 1.19 0.33
C: 1.33 -0.03 -0.40
C: 0.08 -0.88 -0.92
C: -1.19 -1.00 0.07
C: -1.07 0.47 -0.12
H: 2.07 0.40 1.50
H: 0.63 -0.45 1.99
H: -0.19 2.42 0.50
H: 2.20 -0.34 -0.93
H: 0.25 -1.69 -1.54
H: -1.42 -1.45 1.21
H: -2.13 -1.32 -0.70
H: -2.00 1.03 0.09
O: 0.99 1.34 -0.72
O: -0.79 0.11 -1.46

Mulliken atomic charge list, values in e, 6 entries:
1. C -0.847
2. C 0.285
3. C -0.211
4. C -0.255
5. C -0.806
6. C -0.052

=====

No. 6
C6H8O7P2Ru as an isolated structure, computed with wB97M-V/def2-TZVPD.

## Properties
frontier orbital gap (alpha / beta)	9.093 / 7.254	eV
molecular weight	355.14	g/mol
highest occupied orbital energy (alpha / beta)	-0.517 / -0.514	hartree
E_LUMO (alpha / beta)	-5.0 / -6.7	eV
charge	+1
energy above the lowest of the compared OMol25 structures with the same formula, charge and spin	7.3	kJ/mol
2S+1	2
energy	-1537.71095	Eh

CARTESIAN COORDINATES (ANGSTROEM)
Ru: -0.23 -0.02 0.84
C: 0.60 1.09 2.54
C: -0.03 2.06 1.70
C: 0.32 2.13 0.35
C: 1.29 1.25 -0.19
C: 1.99 0.38 0.68
C: 1.66 0.31 2.04
H: 0.28 0.98 3.56
H: -0.83 2.67 2.08
H: -0.23 2.79 -0.31
H: 1.48 1.23 -1.25
H: 2.70 -0.33 0.26
H: 2.15 -0.41 2.69
O: -4.08 -1.06 0.35
P: -2.53 -1.06 0.42
O: -1.83 -0.03 -0.48
O: -1.88 -0.70 1.79
O: -2.19 -2.53 0.04
P: -0.60 -3.05 0.07
O: -0.38 -3.36 1.62
O: -0.36 -4.14 -0.85
O: 0.15 -1.70 -0.13
H: -4.54 -0.25 0.60
H: -0.57 -4.29 1.81

Mulliken atomic charge list, values in e, 6 entries:
1. Ru 0.422
2. C -0.316
3. C -0.545
4. C -0.044
5. C -0.445
6. C -0.256

=====

No. 7
One molecule with the formula C6H8OS at a distorted geometry, computed with wB97M-V/def2-TZVPD.

## Properties
frontier orbital gap	9.486	eV
molecular weight	128.20	g/mol
highest occupied orbital energy	-0.314	hartree
E_LUMO	0.9	eV
energy above the lowest of the compared OMol25 structures with the same formula, charge and spin	273.1	kJ/mol
energy	-706.74214	Eh
SMILES string	C1=C[C@@]2(C1)OCCS2

CARTESIAN COORDINATES (ANGSTROEM)
C: -1.64 -1.77 0.69
C: -1.74 -0.46 0.75
C: -0.39 -0.17 0.22
C: -0.26 -1.70 0.06
O: -0.37 0.67 -0.87
C: 0.89 1.18 -1.23
C: 1.41 1.70 0.14
S: 0.92 0.50 1.36
H: -2.35 -2.51 0.84
H: -2.59 0.02 1.03
H: 0.64 -1.93 0.80
H: -0.14 -2.13 -0.88
H: 0.56 2.03 -1.91
H: 1.58 0.41 -1.63
H: 2.44 1.57 0.19
H: 1.04 2.60 0.44

Mulliken atomic charge list, values in e, 6 entries:
1. C -0.150
2. C -1.357
3. C 1.469
4. C -1.020
5. O -0.425
6. C -0.420

=====

No. 8
One molecule with the formula C6H8OS at a distorted geometry, computed with wB97M-V/def2-TZVPD.

## Properties
frontier orbital gap	8.006	eV
molecular weight	128.20	g/mol
highest occupied orbital energy	-0.309	hartree
E_LUMO	-0.4	eV
energy above the lowest of the compared OMol25 structures with the same formula, charge and spin	132.1	kJ/mol
energy	-706.79584	Eh
SMILES string	OC[C@H]1CC=CC1=S

CARTESIAN COORDINATES (ANGSTROEM)
O: 0.73 -1.66 -1.08
C: 0.20 -1.72 0.30
C: -0.05 -0.25 0.73
C: 1.04 0.77 0.23
C: 0.31 1.88 -0.39
C: -1.00 1.56 -0.58
C: -1.38 0.31 0.05
S: -2.83 -0.43 -0.11
H: 0.65 -2.49 -1.53
H: -0.77 -2.28 0.34
H: 0.97 -2.11 1.05
H: -0.23 -0.14 1.83
H: 1.77 0.29 -0.46
H: 1.66 1.26 1.09
H: 0.72 2.90 -0.44
H: -1.80 2.12 -1.03

Mulliken atomic charge list, values in e, 6 entries:
1. O -0.526
2. C -0.594
3. C 0.197
4. C -0.636
5. C -0.338
6. C -0.487

=====

No. 9
One molecule with the formula C6H8S at a distorted geometry, computed with wB97M-V/def2-TZVPD.

## Properties
frontier orbital gap	9.369	eV
molecular weight	112.20	g/mol
highest occupied orbital energy	-0.309	hartree
E_LUMO	1.0	eV
energy above the lowest of the compared OMol25 structures with the same formula, charge and spin	188.7	kJ/mol
energy	-631.51929	Eh
SMILES string	C=C1[C@H]2CS[C@@H]1C2

CARTESIAN COORDINATES (ANGSTROEM)
C: -1.86 0.50 -0.87
C: -0.66 0.46 -0.37
C: -0.06 -0.01 0.93
C: 0.21 -1.49 0.61
S: 1.01 -1.37 -1.06
C: 0.76 0.46 -0.97
C: 1.23 0.75 0.42
H: -1.95 0.83 -1.97
H: -2.78 0.28 -0.23
H: -0.62 0.20 1.87
H: 0.78 -1.98 1.45
H: -0.73 -1.95 0.52
H: 1.22 1.17 -1.70
H: 1.28 1.85 0.56
H: 2.18 0.29 0.81

Mulliken atomic charge list, values in e, 6 entries:
1. C -0.707
2. C 0.007
3. C -0.336
4. C -0.705
5. S -0.224
6. C -0.047

=====

No. 10
One molecule with the formula C6H8S at a distorted geometry, computed with wB97M-V/def2-TZVPD.

## Properties
frontier orbital gap	8.154	eV
molecular weight	112.20	g/mol
highest occupied orbital energy	-0.307	hartree
E_LUMO	-0.2	eV
energy above the lowest of the compared OMol25 structures with the same formula, charge and spin	0.0	kJ/mol
energy	-631.59116	Eh
SMILES string	CC1=CCCC1=S

CARTESIAN COORDINATES (ANGSTROEM)
C: -0.95 1.99 0.00
C: -0.26 0.68 -0.01
C: 1.06 0.45 -0.01
C: 1.43 -1.01 -0.01
C: 0.05 -1.71 -0.01
C: -0.98 -0.59 -0.01
S: -2.59 -0.79 -0.01
H: -1.59 2.10 0.88
H: -0.22 2.80 0.01
H: -1.59 2.13 -0.87
H: 1.83 1.22 0.01
H: 2.01 -1.27 0.88
H: 2.03 -1.28 -0.87
H: -0.12 -2.36 0.90
H: -0.12 -2.34 -0.86

Mulliken atomic charge list, values in e, 6 entries:
1. C -1.374
2. C 0.607
3. C -0.528
4. C -0.616
5. C -0.512
6. C 0.210

=====

No. 11
One molecule with the formula C6H8S at a distorted geometry, computed with wB97M-V/def2-TZVPD.

## Properties
frontier orbital gap	9.206	eV
molecular weight	112.20	g/mol
highest occupied orbital energy	-0.306	hartree
E_LUMO	0.9	eV
energy above the lowest of the compared OMol25 structures with the same formula, charge and spin	305.5	kJ/mol
energy	-631.47479	Eh
SMILES string	C=C=CCSC=C

CARTESIAN COORDINATES (ANGSTROEM)
C: 1.97 -0.28 -1.36
C: 1.61 0.33 -0.28
C: 1.18 0.99 0.74
C: -0.32 1.27 0.78
S: -1.37 1.00 -0.73
C: -1.85 -0.65 -0.53
C: -1.44 -1.47 0.43
H: 2.07 0.23 -2.26
H: 2.21 -1.38 -1.37
H: 1.71 1.57 1.48
H: -0.77 0.81 1.54
H: -0.24 2.36 1.08
H: -2.29 -1.17 -1.29
H: -1.61 -2.44 0.47
H: -0.86 -1.19 1.29

Mulliken atomic charge list, values in e, 6 entries:
1. C -0.721
2. C 0.144
3. C -0.196
4. C -0.910
5. S -0.098
6. C 0.128

=====

No. 12
One molecule with the formula C6H8S at a distorted geometry, computed with wB97M-V/def2-TZVPD.

## Properties
frontier orbital gap	7.386	eV
molecular weight	112.20	g/mol
highest occupied orbital energy	-0.285	hartree
E_LUMO	-0.4	eV
energy above the lowest of the compared OMol25 structures with the same formula, charge and spin	430.2	kJ/mol
energy	-631.42730	Eh

CARTESIAN COORDINATES (ANGSTROEM)
C: 0.22 -1.36 0.03
C: 1.48 -1.15 0.49
C: -0.43 -0.55 -0.98
C: -1.07 1.29 0.69
C: -1.26 0.66 -0.50
C: 2.27 -0.13 -0.10
S: 3.24 0.80 0.79
H: -0.55 -1.97 0.40
H: 2.06 -2.00 1.14
H: 0.45 -0.09 -1.57
H: -1.14 -1.24 -1.50
H: -0.29 1.07 1.40
H: -1.51 2.22 0.90
H: -2.08 1.09 -1.10
H: 4.16 1.20 -0.07

Mulliken atomic charge list, values in e, 6 entries:
1. C -0.418
2. C -0.051
3. C -0.551
4. C -0.806
5. C 0.016
6. C -0.299